Record 1
Molecular formula: C39H43IrN2P2SbTe
Method: DFT, wB97M-V/def2-TZVPD

Computed properties:
Gap between HOMO and LUMO (alpha / beta) (eV): 8.43 / 5.50
Spin multiplicity: 5
Highest occupied orbital energy (alpha / beta) (eV): -15.553 / -15.611
Charge: +3

```
89
C39H43IrN2P2SbTe | the Open Molecules 2025 dataset | wB97M-V/def2-TZVPD
Ir 1.2959 1.2970 -0.2918
N 4.1135 0.5740 -1.7192
C 5.3551 1.0524 -1.8978
C 5.3744 2.3346 -1.3943
C 4.0776 2.5555 -0.9328
N 3.3085 1.4795 -1.1374
H 3.7532 -0.3186 -1.9990
H 6.1322 0.4646 -2.3652
H 6.2079 3.0184 -1.3712
H 3.6805 3.4455 -0.4650
C 1.0052 2.7725 3.4676
Te 2.2202 1.4419 2.3047
C 1.3163 -0.0756 3.5213
C 0.9644 0.6493 4.7977
C 0.7898 -0.0457 5.9889
C 0.4612 0.6417 7.1476
C 0.3125 2.0210 7.1203
C 0.4893 2.7186 5.9353
C 0.8109 2.0339 4.7691
H 0.0712 2.9603 2.9353
H 1.5371 3.7133 3.5946
H 2.0235 -0.8885 3.6726
H 0.4348 -0.4585 3.0062
H 0.9197 -1.1230 6.0150
H 0.3409 0.1012 8.0779
H 0.0772 2.5587 8.0302
H 0.3839 3.7988 5.9216
C -0.6069 -1.6847 0.4411
P -0.5214 -0.1590 -0.6513
C -1.8491 0.8313 0.0967
C -2.7029 1.5952 -0.7034
C -3.7010 2.3555 -0.1122
C -3.8290 2.3962 1.2723
C -2.9547 1.6734 2.0738
C -1.9657 0.8945 1.4891
C -1.1171 -0.6667 -2.2789
C -2.4393 -1.0975 -2.4285
C -2.9000 -1.4695 -3.6811
C -2.0465 -1.4318 -4.7800
C -0.7283 -1.0247 -4.6308
C -0.2631 -0.6374 -3.3807
P -0.4045 -3.4195 -0.0852
C -1.9153 -4.1304 -0.6589
C -2.9619 -4.2240 0.2744
C -4.1397 -4.8534 -0.0752
C -4.2757 -5.4071 -1.3451
C -3.2465 -5.3015 -2.2780
C -2.0622 -4.6752 -1.9434
C 1.0204 -3.8411 -1.0320
C 1.1510 -5.1816 -1.4348
C 2.2820 -5.5938 -2.1145
C 3.3146 -4.6935 -2.3443
C 3.2173 -3.3820 -1.8838
C 2.0844 -2.9479 -1.2241
H -1.6116 -1.6719 0.8694
H 0.0960 -1.5474 1.2655
H -2.6200 1.5664 -1.7833
H -4.3896 2.9137 -0.7354
H -4.6114 2.9921 1.7272
H -3.0581 1.7001 3.1523
H -1.3005 0.3167 2.1249
H -3.1161 -1.1151 -1.5809
H -3.9301 -1.7827 -3.8002
H -2.4157 -1.7145 -5.7590
H -0.0682 -0.9904 -5.4888
H 0.7581 -0.2881 -3.2639
H -2.8450 -3.8231 1.2769
H -4.9442 -4.9332 0.6440
H -5.1880 -5.9269 -1.6094
H -3.3730 -5.7088 -3.2729
H -1.2832 -4.5681 -2.6848
H 0.3837 -5.9049 -1.1936
H 2.3711 -6.6219 -2.4414
H 4.2127 -5.0204 -2.8545
H 4.0635 -2.7226 -2.0329
H 2.0192 -1.9301 -0.8541
C -1.2445 4.8661 -0.3234
Sb 0.6039 3.9095 -0.7318
C 1.0006 4.6365 -2.6885
C 1.8577 5.1488 0.4831
H -1.0465 5.9331 -0.4321
H -1.5734 4.6466 0.6917
H -2.0019 4.5530 -1.0364
H 1.1992 5.7055 -2.6095
H 0.1189 4.4735 -3.3067
H 1.8575 4.1293 -3.1260
H 2.5725 5.6731 -0.1526
H 2.3947 4.5789 1.2407
H 1.2158 5.8803 0.9733
```

Löwdin population analysis, charges in e, atoms 1 to 4:
1. Ir 0.484
2. N 0.011
3. C -0.032
4. C -0.007

Record 2
Molecular formula: C22H29NO4
Method: DFT, wB97M-V/def2-TZVPD

Computed properties:
SMILES: CC(=O)CCc1ccc(OC[C@@H](O)CNCCOc2ccc(C)cc2)cc1
Gap between HOMO and LUMO (eV): 8.88
Highest occupied orbital energy (eV): -8.251
Charge: 0

```
56
C22H29NO4 | the Open Molecules 2025 dataset | wB97M-V/def2-TZVPD
C -2.2619 -1.5466 2.5779
C -1.7991 -2.5651 1.5720
O -1.1249 -3.5178 1.8736
C -2.2636 -2.2987 0.1538
C -1.4311 -3.0490 -0.8955
C -0.1088 -2.3690 -1.1055
C 0.0400 -1.3951 -2.0863
C 1.2274 -0.7074 -2.2283
C 2.3051 -0.9753 -1.3833
O 3.4126 -0.1947 -1.5873
C 4.4845 -0.2406 -0.6767
C 4.1771 0.4319 0.6776
O 5.2860 0.3093 1.5409
C 3.9130 1.9457 0.5243
N 2.6920 2.3396 -0.1353
C 1.4923 2.4537 0.6559
C 0.8605 1.1399 1.1724
O -0.4586 1.3300 1.6401
C -1.4818 1.4661 0.7447
C -2.7396 1.6993 1.3048
C -3.8555 1.8003 0.5032
C -3.7597 1.6750 -0.8797
C -4.9797 1.7963 -1.7421
C -2.5060 1.4565 -1.4272
C -1.3732 1.3543 -0.6354
C 2.1778 -1.9763 -0.4280
C 0.9806 -2.6598 -0.2978
H -1.5887 -0.6914 2.5294
H -2.2202 -1.9605 3.5821
H -3.2650 -1.1971 2.3501
H -3.3041 -2.6338 0.1040
H -2.2554 -1.2239 -0.0386
H -1.9830 -3.0804 -1.8363
H -1.2740 -4.0701 -0.5440
H -0.7884 -1.1647 -2.7405
H 1.3462 0.0528 -2.9856
H 4.8174 -1.2759 -0.5121
H 5.2954 0.3049 -1.1680
H 3.2941 -0.0498 1.1242
H 5.4965 -0.6225 1.6697
H 3.9311 2.3851 1.5240
H 4.7515 2.3675 -0.0400
H 2.5444 1.7887 -0.9727
H 1.7111 3.0982 1.5116
H 0.7471 2.9656 0.0384
H 0.8854 0.3679 0.3929
H 1.4034 0.7723 2.0474
H -2.8139 1.7957 2.3767
H -4.8203 1.9792 0.9556
H -5.8046 1.2214 -1.3250
H -5.2963 2.8378 -1.8007
H -4.7799 1.4435 -2.7507
H -2.4004 1.3639 -2.4987
H -0.4216 1.1811 -1.1104
H 2.9970 -2.2348 0.2247
H 0.8894 -3.4229 0.4598
```

Löwdin population analysis, charges in e, atoms 1 to 4:
1. C -0.001
2. C -0.440
3. O 0.079
4. C -0.107

Record 3
Molecular formula: C59H123O44P5
Method: DFT, wB97M-V/def2-TZVPD

Computed properties:
Gap between HOMO and LUMO (eV): 10.17
Highest occupied orbital energy (eV): -10.243
Charge: 0

```
231
C59H123O44P5 | the Open Molecules 2025 dataset | wB97M-V/def2-TZVPD
C 0.4085 -29.0704 -12.9786
O 0.7841 -29.2611 -11.6568
C 0.4352 -30.4121 -10.9946
O -0.3947 -31.2277 -11.3595
O 1.1174 -30.4261 -9.8289
C 1.2231 -31.5263 -9.0798
H 0.6941 -29.7817 -13.7536
H 0.9423 -28.1593 -13.2486
H -0.6766 -29.0431 -13.0784
H 0.2402 -31.7827 -8.6845
H 1.8661 -31.1456 -8.2863
H 1.7318 -32.3541 -9.5738
C 11.3782 -29.8578 -19.5394
O 11.2267 -30.6694 -18.3670
C 10.6258 -30.1992 -17.3034
O 10.0604 -29.1336 -17.1943
O 10.7963 -31.1211 -16.2748
C 10.1652 -30.8568 -15.0439
H 11.5555 -30.5002 -20.4020
H 12.2842 -29.2941 -19.3169
H 10.5462 -29.1841 -19.7446
H 10.3723 -29.9009 -14.5628
H 10.4119 -31.6538 -14.3424
H 9.0922 -30.8384 -15.2347
C 3.2793 -24.7877 -11.4501
O 4.4349 -25.4876 -11.9342
C 5.1354 -25.0710 -12.9318
O 4.7982 -24.1194 -13.6473
O 6.2787 -25.7807 -12.9505
C 7.0432 -25.7925 -14.1279
H 3.1327 -24.9134 -10.3774
H 2.4539 -25.2432 -11.9973
H 3.3218 -23.7118 -11.6193
H 8.0174 -26.2202 -13.8910
H 7.2321 -24.8072 -14.5542
H 6.5971 -26.4973 -14.8296
C 7.4270 -31.1095 -29.0380
C 8.8061 -30.7880 -28.4042
O 8.6980 -30.6475 -27.0097
P 8.6294 -29.1788 -26.3319
O 8.2442 -29.0795 -24.9253
O 10.0029 -28.4372 -26.7546
C 11.2560 -29.1562 -26.5510
C 12.2592 -28.0567 -26.1549
O 7.6696 -28.3798 -27.3126
C 7.2229 -27.1269 -26.8973
C 6.7356 -26.1890 -28.0190
H 6.7450 -30.3095 -28.7499
H 7.4102 -31.2001 -30.1241
H 6.9715 -31.9962 -28.5971
H 9.5639 -31.5657 -28.4999
H 9.2755 -29.9580 -28.9323
H 11.2223 -29.9936 -25.8541
H 11.5913 -29.7367 -27.4105
H 12.0939 -27.1100 -26.6692
H 12.4156 -28.0417 -25.0763
H 13.2178 -28.4091 -26.5359
H 6.4853 -27.2821 -26.1100
H 8.0316 -26.6750 -26.3229
H 6.7616 -25.1165 -27.8260
H 7.4702 -26.4378 -28.7849
H 5.7585 -26.4104 -28.4484
C 8.9402 -36.4246 -17.5247
C 8.6357 -36.4677 -16.0206
O 7.8011 -37.6115 -15.7482
P 8.3401 -39.1594 -15.5608
O 7.4102 -40.0352 -14.8345
O 8.5937 -39.5620 -17.1385
C 7.5874 -40.2419 -17.8733
C 7.0324 -39.3148 -18.9338
O 9.7906 -38.9752 -14.8660
C 10.8116 -39.8717 -15.0647
C 11.7285 -39.4935 -16.1912
H 8.0178 -36.4160 -18.1054
H 9.5328 -35.5370 -17.7461
H 9.4590 -37.2878 -17.9416
H 9.5501 -36.4760 -15.4273
H 8.0892 -35.5978 -15.6562
H 8.0159 -41.1135 -18.3680
H 6.7718 -40.6125 -17.2523
H 7.0815 -38.2598 -18.6644
H 7.5234 -39.3701 -19.9054
H 5.9637 -39.5143 -19.0125
H 11.3762 -39.7918 -14.1358
H 10.3286 -40.8407 -14.9386
H 12.4203 -40.3052 -16.4162
H 11.0895 -39.3046 -17.0538
H 12.3372 -38.6062 -16.0170
C -1.7406 -32.3769 -31.1734
C -1.3134 -33.7462 -30.5482
O -0.1697 -33.5133 -29.7337
P 0.2852 -34.4568 -28.4664
O -0.7739 -34.5213 -27.4455
O 1.7341 -33.8995 -27.9967
C 1.9058 -33.5603 -26.7096
C 2.8109 -32.2618 -26.6600
O 0.6611 -35.8826 -29.1179
C 0.4490 -37.0960 -28.4167
C 1.7700 -37.3760 -27.6062
H -1.5542 -31.5500 -30.4881
H -1.1072 -32.1648 -32.0347
H -2.7809 -32.2592 -31.4768
H -2.1587 -34.0944 -29.9545
H -1.2485 -34.4463 -31.3811
H 0.9229 -33.3532 -26.2862
H 2.2741 -34.3515 -26.0566
H 2.7376 -31.6737 -25.7452
H 3.8188 -32.6708 -26.7310
H 2.6410 -31.5434 -27.4619
H -0.4539 -37.1222 -27.8067
H 0.2336 -37.9045 -29.1153
H 2.1697 -36.5151 -27.0702
H 1.6369 -38.0557 -26.7645
H 2.5360 -37.8185 -28.2430
C -3.0223 -29.9465 -25.9877
C -2.3425 -28.9781 -26.9763
O -2.1309 -27.6704 -26.3841
P -0.6318 -27.0161 -26.3586
O -0.6352 -25.6530 -25.8355
O 0.1373 -28.1279 -25.4416
C 0.1883 -27.9940 -24.0539
C -0.8755 -28.8778 -23.2683
O -0.1243 -27.1605 -27.8927
C -0.7442 -26.4739 -28.8986
C 0.2288 -25.4776 -29.5217
H -3.5465 -30.7079 -26.5652
H -2.3088 -30.4630 -25.3456
H -3.7254 -29.4078 -25.3524
H -1.4444 -29.4177 -27.4103
H -3.0722 -28.8547 -27.7765
H 1.1886 -28.3406 -23.7943
H 0.1232 -26.9343 -23.8072
H -0.8847 -28.5636 -22.2246
H -1.8187 -28.7679 -23.8035
H -0.6076 -29.9313 -23.3492
H -1.0426 -27.1749 -29.6781
H -1.6349 -25.9257 -28.5917
H -0.1999 -24.8507 -30.3036
H 0.6042 -24.8788 -28.6920
H 1.0674 -25.9417 -30.0408
C 0.3525 -24.0986 -17.5335
C -0.4403 -24.6253 -18.7664
O -1.8100 -24.2709 -18.6524
P -2.9785 -25.3484 -18.2288
O -2.6083 -26.3750 -17.2329
O -4.2320 -24.4253 -17.8259
C -5.3374 -25.0042 -17.2632
C -6.2011 -24.0398 -16.5592
O -3.4517 -25.9968 -19.6812
C -3.7259 -25.2436 -20.8426
C -5.1941 -25.1436 -21.0328
H 1.4304 -24.2591 -17.5178
H 0.1570 -23.0270 -17.4942
H -0.0414 -24.4632 -16.5848
H 0.0620 -24.2736 -19.6676
H -0.3931 -25.7142 -18.7806
H -5.9479 -25.6323 -17.9119
H -4.9825 -25.7120 -16.5141
H -5.5980 -23.4680 -15.8539
H -6.6633 -23.3233 -17.2382
H -6.9043 -24.6541 -15.9968
H -3.2816 -24.2561 -20.7175
H -3.2352 -25.5275 -21.7736
H -5.5659 -24.5752 -21.8853
H -5.6318 -26.1357 -20.9228
H -5.4544 -24.5956 -20.1273
C 1.5244 -35.4371 -13.9208
C 2.2559 -36.5118 -14.7966
C 2.2108 -37.9206 -14.3658
O 1.6271 -38.6306 -15.4661
C 1.3806 -37.7597 -16.4733
O 0.8955 -38.0969 -17.5349
O 1.5979 -36.4675 -16.0198
H 2.0812 -35.4747 -12.9846
H 0.4944 -35.6515 -13.6355
H 1.5147 -34.4202 -14.3132
H 3.3009 -36.2119 -14.8754
H 1.6299 -37.9938 -13.4464
H 3.2711 -38.1260 -14.2191
C 8.9968 -34.0746 -23.1804
C 8.1083 -34.8798 -24.0798
C 8.5004 -36.3706 -24.1885
O 7.3058 -37.0666 -23.9133
C 6.3012 -36.1928 -23.4963
O 5.1921 -36.4489 -23.0245
O 6.8137 -34.9945 -23.5475
H 8.5150 -33.1063 -23.0454
H 10.0158 -33.9191 -23.5348
H 9.0197 -34.5320 -22.1913
H 8.0349 -34.6265 -25.1374
H 9.2018 -36.6180 -23.3917
H 8.9888 -36.4871 -25.1560
C 4.9628 -30.7383 -20.1242
C 5.1839 -30.1630 -18.7281
C 4.0117 -29.4688 -18.0882
O 4.0889 -29.9696 -16.7462
C 4.7314 -31.1614 -16.7336
O 4.6638 -31.9888 -15.9100
O 5.4686 -31.1727 -17.7590
H 4.8863 -29.9090 -20.8274
H 4.0668 -31.3544 -20.1992
H 5.7752 -31.4160 -20.3866
H 6.0583 -29.5121 -18.7260
H 3.0791 -29.6379 -18.6264
H 4.0427 -28.3860 -17.9664
C 8.4525 -22.4379 -20.8183
C 8.1296 -23.8740 -21.1231
C 8.0183 -24.7913 -19.8681
O 6.7512 -25.4314 -19.9527
C 6.0846 -24.9155 -20.9730
O 5.0630 -25.4560 -21.3783
O 6.7642 -23.9612 -21.6118
H 7.6099 -21.9228 -20.3570
H 8.8434 -21.8152 -21.6230
H 9.3366 -22.2696 -20.2033
H 8.7945 -24.4315 -21.7828
H 8.0310 -24.1632 -18.9773
H 8.8633 -25.4735 -19.9616
C -1.8429 -34.7977 -22.2314
C -1.1411 -34.8807 -20.7947
C 0.3468 -34.5075 -20.8168
O 0.5963 -33.6022 -19.7257
C -0.6439 -33.2301 -19.2571
O -0.8318 -32.3353 -18.4079
O -1.6831 -33.8261 -19.9667
H -2.8814 -35.1194 -22.1535
H -1.3411 -35.3648 -23.0155
H -1.9176 -33.7784 -22.6102
H -1.3980 -35.8329 -20.3305
H 0.6557 -33.9922 -21.7263
H 1.0715 -35.3048 -20.6515
```

Löwdin population analysis, charges in e, atoms 1 to 4:
1. C -0.077
2. O -0.016
3. C -0.512
4. O 0.128

Record 4
Molecular formula: C10H11NO2
Method: DFT, wB97M-V/def2-TZVPD

Computed properties:
Gap between HOMO and LUMO (alpha / beta) (eV): 6.76 / 8.21
Highest occupied orbital energy (alpha / beta) (eV): -6.621 / -8.096
Charge: 0

```
24
C10H11NO2 | the Open Molecules 2025 dataset | wB97M-V/def2-TZVPD
C -2.8822 0.3613 0.3613
C -2.2997 1.5786 0.2301
C -2.0587 -0.7688 0.3285
C -0.9594 1.7695 0.0719
C -0.6711 -0.6682 0.1078
C -0.1036 0.6565 0.0661
C 2.1010 0.0038 0.7667
C 0.0745 -1.8218 -0.0153
C 1.1257 -2.1050 -1.0401
C 1.7776 2.1886 -0.0374
N 1.2791 0.8914 0.2782
O 3.2992 0.0848 0.7485
O -0.5127 -2.9328 0.6234
H -3.9826 0.4271 0.5353
H -2.8596 2.4751 0.2902
H -2.2850 -1.7921 0.4207
H -0.6189 2.7822 0.0023
H 1.6767 -1.1944 -1.0960
H 0.6191 -2.3072 -1.9847
H 1.6885 -2.9510 -0.6842
H 1.4225 2.3603 -0.9490
H 1.5816 2.8439 0.8827
H 2.9203 1.9895 -0.1288
H -0.3322 -3.8716 0.2218
```

Löwdin population analysis, charges in e, atoms 1 to 4:
1. C -0.074
2. C -0.127
3. C 0.007
4. C -0.028